Molecular formula: C37H64FeN11OP
Method: DFT, wB97M-V/def2-TZVPD

Summary:
Molar mass (g/mol): 765.8
Total energy (eV): -101520.0896

ORCA input file:
```
! wB97M-V def2-TZVPD RIJCOSX def2/J DEFGRID3
* xyz 0 5
Fe -17.93 -8.75 6.91
C -18.40 -4.72 10.00
C -19.66 -5.58 9.73
C -20.08 -5.42 8.26
C -19.47 -7.00 10.29
C -19.45 -6.97 11.69
C -19.65 -8.07 12.48
C -19.89 -9.27 11.84
C -19.81 -9.42 10.46
C -20.08 -10.84 9.97
C -18.87 -11.53 9.29
C -21.42 -11.10 9.22
C -19.60 -8.25 9.61
N -19.62 -8.42 8.14
C -20.84 -8.57 7.66
C -20.32 -8.15 5.21
C -20.67 -7.38 4.11
C -19.61 -7.44 3.19
C -18.57 -8.19 3.80
N -19.00 -8.60 5.07
C -17.39 -8.69 3.02
C -17.93 -9.45 1.76
C -16.45 -9.56 3.90
C -16.57 -7.53 2.42
H -18.57 -3.67 9.69
H -17.49 -5.07 9.48
H -18.07 -4.74 11.06
H -20.48 -5.17 10.35
H -19.43 -5.97 7.57
H -20.04 -4.34 7.98
H -21.10 -5.78 8.11
H -19.30 -5.98 12.18
H -19.73 -7.98 13.55
H -20.18 -10.14 12.41
H -20.18 -11.39 10.91
H -18.66 -11.12 8.27
H -19.04 -12.62 9.17
H -17.92 -11.37 9.83
H -21.47 -10.70 8.21
H -22.30 -10.72 9.76
H -21.61 -12.16 9.16
H -21.66 -8.68 8.37
H -21.60 -6.82 4.00
H -19.62 -7.07 2.17
H -18.50 -10.35 2.04
H -17.06 -9.75 1.14
H -18.58 -8.87 1.09
H -17.02 -10.38 4.40
H -15.96 -9.01 4.70
H -15.69 -10.02 3.28
H -17.21 -6.82 1.88
H -15.78 -7.90 1.74
H -16.09 -6.92 3.19
N -22.41 -9.01 5.96
C -21.22 -8.62 6.26
C -13.90 -12.48 6.85
C -14.17 -11.28 7.78
C -15.38 -10.60 7.39
N -16.45 -10.23 7.13
H -12.95 -12.98 7.10
H -13.80 -12.18 5.82
H -14.64 -13.29 6.88
H -13.34 -10.57 7.69
H -14.26 -11.54 8.84
C -20.43 -12.73 6.49
N -19.23 -12.04 5.89
C -19.60 -11.59 4.54
N -20.02 -12.69 3.67
C -21.17 -13.38 4.31
N -20.88 -13.86 5.66
C -19.77 -14.82 5.56
N -18.55 -14.21 4.96
C -18.19 -13.06 5.80
C -18.90 -13.67 3.63
H -21.28 -12.01 6.53
H -20.21 -13.07 7.53
H -18.74 -11.11 4.05
H -20.42 -10.85 4.61
H -21.49 -14.25 3.72
H -21.98 -12.65 4.37
H -20.05 -15.68 4.95
H -19.49 -15.21 6.54
H -17.25 -12.62 5.43
H -17.98 -13.40 6.81
H -19.21 -14.50 2.99
H -18.00 -13.24 3.18
C -13.63 -7.21 5.52
N -14.56 -6.10 5.48
C -14.12 -4.94 4.69
P -15.66 -6.01 6.73
O -16.56 -7.26 6.73
N -16.52 -4.61 6.42
C -17.42 -4.63 5.27
C -16.57 -3.40 7.26
N -14.86 -5.89 8.21
C -14.79 -6.99 9.16
C -13.79 -4.92 8.38
H -13.34 -7.56 4.52
H -14.08 -8.06 6.08
H -12.68 -7.03 6.04
H -14.20 -5.23 3.62
H -13.10 -4.66 4.93
H -14.79 -4.12 4.91
H -18.42 -4.34 5.53
H -17.49 -5.67 4.91
H -17.01 -3.99 4.50
H -16.20 -3.61 8.30
H -17.61 -3.03 7.33
H -15.97 -2.60 6.82
H -15.46 -7.77 8.85
H -15.13 -6.65 10.17
H -13.78 -7.41 9.24
H -13.89 -4.06 7.70
H -12.81 -5.34 8.18
H -13.80 -4.51 9.40
*
```

***

Molecular formula: C37H64N8O13
Method: DFT, wB97M-V/def2-TZVPD

Summary:
Molar mass (g/mol): 829.0
Relative energy (zero: lowest compared OMol25 entry of this formula, charge and spin) (kJ/mol): 404.1
Total energy (eV): -77914.9919

ORCA input file:
```
! wB97M-V def2-TZVPD RIJCOSX def2/J DEFGRID3
* xyz 0 1
C 2.91 -2.98 -5.22
C 2.19 -2.59 -4.02
C 3.04 -2.54 -2.70
C 3.81 -1.25 -2.61
C 2.72 -0.03 -2.54
C 1.95 0.11 -3.89
N 1.45 -1.28 -4.23
O 0.25 -1.33 -4.74
C 2.89 0.51 -5.04
C 0.90 1.09 -3.87
C 1.02 -3.69 -3.81
H 2.20 -2.82 -6.00
H 3.37 -3.98 -5.07
H 3.75 -2.30 -5.24
H 3.65 -3.38 -2.51
H 2.50 -2.78 -1.73
H 4.30 -1.10 -3.47
H 4.46 -1.14 -1.79
H 3.16 1.04 -2.26
H 2.01 -0.24 -1.87
H 3.18 1.50 -4.88
H 2.53 0.34 -5.94
H 3.85 0.14 -5.20
H 0.39 1.21 -5.03
H 1.15 1.93 -3.37
H 0.08 0.93 -3.13
H 1.49 -4.58 -3.73
H 0.45 -3.91 -4.79
H 0.31 -3.34 -2.96
C -0.46 -0.44 0.30
O -0.92 -0.79 1.37
O -0.68 0.77 -0.17
O 0.20 -1.24 -0.35
H -1.19 1.25 0.43
C 3.22 -1.67 1.11
C 3.10 -0.22 1.01
C 4.17 0.85 1.45
C 5.42 0.18 2.04
C 5.58 -1.36 2.05
C 4.49 -2.23 1.47
N 6.53 1.05 2.27
O 7.73 0.60 2.36
O 6.27 2.20 2.32
H 2.32 -2.16 0.71
H 2.18 0.19 0.66
H 3.99 1.88 1.38
H 6.68 -1.62 2.42
H 4.52 -3.26 1.40
C 1.70 3.29 0.58
C 1.25 2.70 1.96
C 1.33 3.44 3.20
C 1.74 4.97 3.06
C 1.91 5.62 1.62
C 1.94 4.65 0.47
N 1.75 5.93 4.17
O 1.12 5.64 5.13
O 2.58 6.88 4.13
H 1.52 2.82 -0.44
H 1.21 1.76 1.99
H 1.14 3.04 4.30
H 1.89 6.65 1.43
H 2.05 5.12 -0.45
C -0.47 -2.09 4.27
O 0.34 -1.69 5.12
N -1.62 -2.64 4.60
C -2.59 -2.94 3.53
C -2.15 -2.99 6.02
H -0.16 -2.04 3.27
H -3.73 -3.05 3.82
H -2.65 -3.82 3.08
H -2.41 -2.36 2.64
H -2.09 -2.16 6.48
H -1.36 -3.61 6.66
H -3.09 -3.44 6.02
C -2.23 -6.02 -1.26
O -1.66 -5.55 -2.32
N -2.05 -5.36 0.00
C -2.96 -5.61 1.08
C -1.16 -4.17 0.09
H -2.85 -6.97 -1.02
H -2.39 -6.14 1.90
H -3.62 -6.37 0.99
H -3.67 -4.83 1.44
H -1.51 -3.38 -0.48
H -0.29 -4.56 -0.23
H -1.09 -3.46 1.12
C -2.52 -0.23 -3.10
O -2.55 0.81 -3.60
N -3.32 -1.23 -3.73
C -3.32 -2.61 -3.26
C -4.29 -0.91 -4.76
H -1.73 -0.71 -2.28
H -2.57 -3.34 -4.05
H -4.25 -2.93 -3.21
H -3.12 -2.67 -2.42
H -4.68 0.06 -4.62
H -5.10 -1.67 -4.95
H -4.05 -1.25 -5.51
C -2.09 1.83 3.39
O -1.89 2.38 2.28
N -2.26 2.53 4.44
C -2.97 1.86 5.60
C -2.30 3.95 4.44
H -2.01 0.72 3.53
H -2.94 0.89 5.50
H -4.15 2.36 5.73
H -2.50 2.23 6.64
H -2.72 4.37 3.65
H -1.32 4.33 4.59
H -2.68 4.13 5.47
C -3.98 6.03 -0.98
O -5.06 5.74 -1.48
N -2.98 5.10 -0.94
C -1.74 5.55 -0.25
C -2.92 3.78 -1.48
H -3.70 7.11 -0.64
H -0.76 5.06 -0.76
H -1.58 5.11 0.75
H -1.69 6.68 -0.06
H -3.09 3.69 -2.43
H -3.79 3.22 -0.97
H -2.13 3.22 -1.13
*
```